Density functional theory data (wB97M-V/def2-TZVPD) for a 7-piece molecular cluster, C13H42NO6 overall.

LUMO level (spin up / spin down) = 0.0148 / 0.0112 hartree
spin multiplicity = 2
energy relative to the best compared isomer or geometry (same formula, charge and spin) = 88.4 kJ/mol
orbital gap (spin up / spin down) = 2.39 / 9.72 eV
expectation value of S² = 0.750
electronic energy = -1026.4996 Eh

Last column: Mulliken spin population.
Element x y z (Å)
N: 1.249 -3.324 10.173  1.048
H: 1.801 -2.958 9.410  -0.059
H: 0.730 -4.048 9.697  0.048
H: 0.614 -2.576 10.410  -0.290
H: 1.914 -3.648 10.861  -0.050
C: 2.125 0.227 10.367  0.171
O: 1.203 -0.345 9.460  -0.319
H: 1.668 0.695 11.239  0.029
H: 2.770 -0.629 10.568  0.052
H: 2.702 1.033 9.912  -0.008
H: 0.569 0.347 9.254  0.178
C: -0.285 -7.426 10.301  0.057
C: -1.209 -6.281 9.694  0.369
C: -2.064 -5.544 10.689  0.204
O: -0.450 -5.273 9.154  -1.135
H: -0.877 -8.092 10.929  -0.037
H: 0.485 -6.993 10.938  0.084
H: -0.001 -8.068 9.467  0.014
H: -1.731 -6.767 8.870  -0.058
H: -1.455 -5.563 11.593  0.059
H: -2.953 -6.142 10.892  0.021
H: -2.281 -4.508 10.427  -0.048
H: -0.508 -5.271 8.196  0.644
C: 5.141 -5.390 8.673  0.096
C: 3.927 -4.793 7.884  0.081
C: 2.656 -5.693 7.895  0.111
O: 3.565 -3.673 8.613  -0.117
H: 5.513 -6.354 8.325  0.002
H: 4.838 -5.388 9.719  -0.021
H: 6.071 -4.821 8.639  0.001
H: 4.240 -4.458 6.896  -0.048
H: 2.306 -5.859 8.914  0.149
H: 2.950 -6.631 7.424  -0.055
H: 1.882 -5.266 7.256  -0.019
H: 4.157 -2.978 8.315  0.089
C: 4.703 -5.346 13.258  0.016
C: 3.639 -4.316 12.844  0.104
C: 4.270 -3.240 12.083  0.045
O: 2.690 -4.951 11.968  -0.110
H: 4.251 -6.210 13.746  -0.002
H: 5.419 -4.866 13.925  -0.010
H: 5.270 -5.676 12.387  0.004
H: 3.157 -3.873 13.716  -0.005
H: 5.046 -2.826 12.726  -0.016
H: 3.567 -2.420 11.935  0.014
H: 4.637 -3.550 11.104  0.004
H: 2.133 -5.404 12.605  0.051
C: 1.140 -2.558 4.604  0.329
C: 1.603 -2.203 6.034  -0.485
C: 2.123 -0.790 6.147  0.173
O: 0.701 -2.467 6.995  -0.556
H: 2.056 -2.641 4.018  -0.005
H: 0.524 -1.834 4.070  0.008
H: 0.583 -3.492 4.543  -0.127
H: 2.443 -2.808 6.373  0.067
H: 2.751 -0.567 5.285  -0.039
H: 2.851 -0.617 6.939  0.043
H: 1.411 0.031 6.227  0.039
H: 0.255 -3.257 6.679  0.426
O: -1.001 -1.291 10.847  -0.337
H: -1.242 -0.899 10.007  0.051
H: -1.240 -0.630 11.497  0.072

---

Density functional theory data (wB97M-V/def2-TZVPD) for a 9-piece molecular cluster, C13H43NO9 overall.

LUMO level = -0.0133 hartree
SMILES = CC1(C)CCCC(C)(C)N1O.CO.CO.CO.CO.O.O.O.O
energy relative to the best compared isomer or geometry (same formula, charge and spin) = 118.1 kJ/mol
orbital gap = 7.39 eV
electronic energy = -1252.8833 Eh

Last column: Mulliken charge in e.
Element x y z (Å)
C: -13.745 -12.665 9.899  -1.320
C: -13.854 -11.128 10.013  1.476
C: -14.227 -10.457 8.677  -1.996
C: -15.016 -10.830 10.960  -1.151
C: -14.752 -10.843 12.487  -0.922
C: -13.455 -10.021 12.818  -1.109
C: -12.278 -10.503 12.017  1.520
C: -11.250 -9.370 12.250  -2.257
C: -11.799 -11.858 12.696  -1.736
N: -12.618 -10.491 10.568  0.783
O: -11.564 -10.923 9.852  -0.519
H: -13.040 -13.074 9.176  0.277
H: -14.754 -13.021 9.688  0.433
H: -13.420 -12.941 10.902  0.329
H: -13.524 -10.872 7.954  0.374
H: -14.223 -9.368 8.688  0.403
H: -15.228 -10.779 8.390  0.426
H: -15.479 -9.864 10.758  0.390
H: -15.772 -11.612 10.883  0.340
H: -14.569 -11.866 12.815  0.387
H: -15.639 -10.513 13.026  0.426
H: -13.306 -10.080 13.896  0.470
H: -13.765 -8.996 12.615  0.263
H: -10.358 -9.555 11.651  0.505
H: -11.637 -8.458 11.797  0.438
H: -10.943 -9.284 13.293  0.428
H: -12.604 -12.576 12.541  0.329
H: -11.050 -12.259 12.013  0.423
H: -11.526 -11.856 13.752  0.329
H: -11.073 -10.126 9.641  0.403
C: -7.571 -7.146 7.103  -0.453
O: -7.539 -8.566 7.225  -0.582
H: -6.604 -6.756 6.784  0.252
H: -8.191 -7.033 6.214  0.316
H: -7.861 -6.608 8.006  0.095
H: -8.403 -8.919 7.451  0.365
C: -12.410 -3.752 11.826  -0.694
O: -11.803 -4.936 11.404  -0.394
H: -12.674 -3.711 12.882  0.272
H: -11.896 -2.813 11.617  0.315
H: -13.372 -3.726 11.314  0.248
H: -10.860 -4.777 11.497  0.220
C: -11.188 -8.408 7.975  -0.701
O: -10.080 -8.830 8.623  -0.597
H: -11.194 -7.344 7.741  0.375
H: -11.428 -8.972 7.074  0.297
H: -12.053 -8.533 8.626  0.231
H: -9.910 -8.265 9.380  0.323
C: -5.194 -5.849 9.790  -0.742
O: -6.520 -5.892 9.959  -0.381
H: -4.906 -5.369 8.854  0.259
H: -4.661 -5.289 10.559  0.334
H: -4.875 -6.891 9.775  0.263
H: -6.804 -5.049 10.320  0.230
O: -9.413 -6.870 14.565  -0.617
H: -9.097 -7.740 14.320  0.283
H: -8.992 -6.689 15.405  0.261
O: -9.217 -4.663 12.801  -0.540
H: -8.992 -5.219 13.548  0.299
H: -8.881 -3.798 13.036  0.265
O: -9.216 -7.314 10.824  -0.463
H: -9.393 -6.927 11.681  0.186
H: -8.360 -6.965 10.575  0.261
O: -12.057 -6.648 13.701  -0.647
H: -11.124 -6.636 13.913  0.338
H: -12.119 -6.181 12.867  0.382

---

Density functional theory data (wB97M-V/def2-TZVPD) for a 7-piece molecular cluster, C13H43O16P3 overall.

LUMO level = 0.0173 hartree
SMILES = COP(=O)(OC)OC.COP(=O)(OC)OC.COP(=O)(OC)OC.CO.CO.CO.CO
energy relative to the best compared isomer or geometry (same formula, charge and spin) = 13.6 kJ/mol
orbital gap = 10.12 eV
electronic energy = -2749.2282 Eh

Last column: Mulliken charge in e.
Element x y z (Å)
C: -1.796 -2.741 1.882  -0.838
O: -0.855 -2.024 1.061  0.078
P: -0.804 -0.459 1.091  1.327
O: -2.086 0.194 1.397  -1.090
O: 0.336 -0.120 2.122  -0.428
C: 1.634 -0.696 1.969  -0.831
O: -0.186 -0.090 -0.316  -0.247
C: -0.729 1.027 -1.052  -0.768
H: -2.812 -2.696 1.514  0.107
H: -1.627 -2.446 2.914  0.409
H: -1.535 -3.802 1.864  0.323
H: 1.763 -1.499 2.695  0.272
H: 2.374 0.068 2.205  0.324
H: 1.819 -1.058 0.959  0.323
H: -1.451 0.638 -1.766  0.180
H: 0.120 1.439 -1.594  0.343
H: -1.164 1.777 -0.398  0.356
C: 4.347 7.257 -1.985  -0.664
O: 3.678 6.066 -1.514  -0.308
P: 2.472 5.543 -2.381  0.893
O: 2.653 5.549 -3.821  -0.721
O: 1.273 6.421 -1.832  -0.273
C: -0.030 6.143 -2.368  -0.655
O: 2.210 4.104 -1.808  -0.198
C: 1.942 3.917 -0.417  -0.605
H: 5.099 6.968 -2.714  0.259
H: 4.872 7.671 -1.127  0.246
H: 3.626 7.970 -2.372  0.319
H: -0.087 5.121 -2.741  0.310
H: -0.282 6.885 -3.118  0.255
H: -0.743 6.214 -1.543  0.254
H: 2.022 4.831 0.170  0.385
H: 2.594 3.175 0.038  0.376
H: 0.915 3.558 -0.318  0.126
C: -4.323 -1.565 -1.058  -0.747
O: -3.567 -2.758 -0.765  -0.139
P: -2.623 -3.386 -1.853  1.152
O: -2.175 -4.740 -1.597  -0.796
O: -1.481 -2.315 -2.039  -0.120
C: -0.116 -2.716 -2.091  -0.470
O: -3.390 -3.196 -3.236  -0.356
C: -4.525 -4.007 -3.495  -0.758
H: -4.435 -1.036 -0.118  0.234
H: -5.302 -1.845 -1.449  0.321
H: -3.825 -0.956 -1.809  0.344
H: 0.000 -3.765 -1.824  0.462
H: 0.448 -2.138 -1.362  -0.253
H: 0.296 -2.525 -3.081  0.355
H: -4.349 -5.051 -3.221  0.338
H: -4.728 -3.975 -4.563  0.240
H: -5.418 -3.672 -2.962  0.255
C: -0.965 3.183 2.788  -0.446
O: -2.000 2.327 3.173  -0.569
H: -0.126 2.662 2.302  0.046
H: -1.301 3.972 2.099  0.218
H: -0.557 3.661 3.682  0.347
H: -2.084 1.610 2.532  0.465
C: 5.321 -1.853 2.121  -0.447
O: 6.108 -2.706 1.311  -0.549
H: 5.147 -0.888 1.635  0.210
H: 4.357 -2.290 2.409  0.128
H: 5.869 -1.698 3.049  0.316
H: 5.555 -3.054 0.603  0.342
C: -4.445 -2.431 3.973  -0.457
O: -3.430 -3.286 4.492  -0.501
H: -4.024 -1.437 3.850  0.182
H: -4.775 -2.795 2.994  0.177
H: -5.308 -2.384 4.641  0.353
H: -3.853 -4.082 4.823  0.285
C: 3.108 -3.828 -0.272  -0.177
O: 4.395 -3.784 -0.889  -0.576
H: 2.603 -4.779 -0.447  0.364
H: 3.191 -3.653 0.801  0.141
H: 2.494 -3.051 -0.727  -0.053
H: 4.670 -4.675 -1.115  0.305

---

Question: What is the energy relative to the best compared isomer or geometry (same formula, charge and spin) in the second record?
Answer: 118.1 kJ/mol